ORCA calculation (the ωB97M-V functional and the def2-TZVPD basis) on a molecular structure, C6H10O.

Its strongest force on any atom is 0.333 eV/A. The value obtained for the highest occupied orbital energy is -0.32898 hartree. The frontier orbital gap comes out at 10.2 eV. Its relative energy (zero: lowest compared OMol25 entry of this formula, charge and spin) is 74.5 kcal per mole. As for the calculated total energy: -8428.008 eV. The calculation puts the LUMO energy at 1.2 eV.

ORCA input file:
```
! RIJCOSX wB97M-V def2-TZVPD def2/J DEFGRID3
* xyz 0 1
O 0.8433 0.2983 1.4808
C -0.9389 -0.7400 0.1424
C 1.6416 -0.6274 -0.1878
C -2.0017 -0.0886 0.9780
C -1.4589 0.6121 -0.2369
C 1.8926 0.4236 0.5924
C 0.4481 -0.8859 0.7038
H -0.8045 1.4620 -0.0676
H -1.6960 0.2988 1.9455
H 1.7016 1.2571 -3.1805
H -3.0082 -0.4948 0.9410
H -2.0919 0.6879 -1.1159
H 0.5340 -1.7692 1.3466
H -1.2405 -1.5803 -0.4797
H 2.6092 1.2303 0.7015
H 2.0799 -1.0962 -1.0551
H 1.4904 1.0123 -2.5084
*
```

Löwdin atomic charge list, values in e, 5 entries: -0.0517 -0.2500 -0.0216 -0.1072 -0.1116

=====

ORCA calculation (the ωB97M-V functional and the def2-TZVPD basis) on a single C6H10O molecule.

The structure (SMILES) is CC1=CCC[C@H]1O. Its strongest force on any atom is 0.296 eV/A. The value obtained for the highest occupied orbital energy is -0.33864 hartree. The frontier orbital gap comes out at 10.2 eV. Its relative energy (zero: lowest compared OMol25 entry of this formula, charge and spin) is 0.3 kcal per mole. As for the calculated total energy: -8431.225 eV. The calculation puts the LUMO energy at 1.0 eV.

ORCA input file:
```
! RIJCOSX wB97M-V def2-TZVPD def2/J DEFGRID3
* xyz 0 1
O 0.5228 -0.2211 -2.0248
C -0.1894 -0.4486 1.2202
C -2.1078 -0.5705 -0.4513
C -0.7503 -0.1774 0.0418
C 1.2143 0.0861 1.3519
C 1.4312 0.8613 0.0309
C 0.2143 0.5551 -0.8708
H 2.3515 0.5757 -0.4881
H -0.6769 -1.0045 2.0196
H 0.8465 -1.0768 -1.7113
H -2.7187 0.3175 -0.6565
H 1.3184 0.7386 2.2275
H -2.0215 -1.1208 -1.3953
H 1.4963 1.9362 0.2251
H -0.2279 1.4700 -1.2809
H -2.6410 -1.1928 0.2740
H 1.9384 -0.7282 1.4880
*
```

Löwdin atomic charge list, values in e, 5 entries: -0.0323 -0.0477 -0.0463 -0.2598 -0.1785

=====

ORCA calculation (the ωB97M-V functional and the def2-TZVPD basis) on a single C6H10O molecule.

Its strongest force on any atom is 0.298 eV/A. The value obtained for the highest occupied orbital energy is -0.32586 hartree. The frontier orbital gap comes out at 8.3 eV. Its relative energy (zero: lowest compared OMol25 entry of this formula, charge and spin) is 122.4 kcal per mole. As for the calculated total energy: -8425.934 eV. The calculation puts the LUMO energy at -0.5 eV.

ORCA input file:
```
! RIJCOSX wB97M-V def2-TZVPD def2/J DEFGRID3
* xyz 0 1
O 1.3321 -0.0223 0.9634
C -0.9017 -0.7946 0.4525
C 0.5095 -0.5502 -0.0599
C 2.4857 0.4911 0.3392
C 0.3583 0.4785 -1.1451
C -2.1083 -0.2436 -0.2851
C -1.6778 0.3581 1.0140
H -1.1902 1.3262 0.9706
H 2.1809 1.1807 -0.4718
H -2.2830 0.1793 1.8971
H 0.9422 -1.5150 -0.3865
H 3.0562 1.0640 1.0702
H -1.0382 -1.7605 0.9313
H -2.9983 -0.8653 -0.3113
H 0.4513 -0.0480 -2.1148
H -1.9572 0.3519 -1.1830
H 3.1117 -0.3079 -0.0902
*
```

Löwdin atomic charge list, values in e, 5 entries: -0.1493 -0.2310 -0.4686 -0.1179 0.2138

=====

ORCA calculation (the ωB97M-V functional and the def2-TZVPD basis) on a molecular structure, C6H10O.

Its strongest force on any atom is 0.830 eV/A. The value obtained for the highest occupied orbital energy is -0.30329 hartree. The frontier orbital gap comes out at 9.1 eV. Its relative energy (zero: lowest compared OMol25 entry of this formula, charge and spin) is 78.4 kcal per mole. As for the calculated total energy: -8427.839 eV. The calculation puts the LUMO energy at 0.9 eV.

ORCA input file:
```
! RIJCOSX wB97M-V def2-TZVPD def2/J DEFGRID3
* xyz 0 1
O -2.5788 -0.5006 -0.6107
C -1.2985 -1.0840 -0.4554
C -0.5948 -0.1598 0.5112
C 1.9529 -0.7387 0.1995
C -0.9498 1.1493 0.3611
C 0.8648 0.2058 0.6341
C 0.3934 1.4811 -0.1811
H -2.7412 -0.2150 0.2980
H 2.0429 -1.5461 0.9385
H 0.4252 1.1368 -1.2402
H 2.9078 -0.2103 0.1482
H 0.8066 2.4908 -0.1211
H -0.7097 -0.9352 -1.3880
H -1.8846 1.6882 0.3804
H 1.0717 0.5885 1.6393
H 1.7278 -1.1851 -0.7734
H -1.4360 -2.1659 -0.3403
*
```

Löwdin atomic charge list, values in e, 5 entries: -0.0839 -0.2100 -0.1771 -0.0658 -0.0596

=====

ORCA calculation (the ωB97M-V functional and the def2-TZVPD basis) on a single C6H10O molecule in a non-equilibrium geometry.

The structure (SMILES) is CC(C)=CCC=O. Its strongest force on any atom is 3.617 eV/A. The value obtained for the highest occupied orbital energy is -0.29359 hartree. The frontier orbital gap comes out at 8.9 eV. Its relative energy (zero: lowest compared OMol25 entry of this formula, charge and spin) is 66.3 kcal per mole. As for the calculated total energy: -8428.363 eV. The calculation puts the LUMO energy at 0.9 eV.

ORCA input file:
```
! RIJCOSX wB97M-V def2-TZVPD def2/J DEFGRID3
* xyz 0 1
O 0.4753 2.4143 -1.5976
C 0.6728 0.3148 0.5836
C -0.0154 2.6003 -0.5103
C 0.1260 -0.8148 0.1067
C 0.3513 -2.1846 0.6781
C -0.1264 1.5793 0.5878
C -0.6542 -0.7982 -1.1397
H -1.1923 1.2848 0.5890
H 0.5565 -0.9027 -1.3047
H 1.1608 -2.1429 1.4054
H -1.4665 -1.5486 -1.2508
H 0.0466 2.0939 1.5424
H 1.6688 0.3015 1.0132
H -0.4840 3.5782 -0.2521
H -0.5798 -2.3993 1.2202
H -0.8790 0.1230 -1.6771
H 0.5131 -3.0127 -0.0254
*
```

Löwdin atomic charge list, values in e, 5 entries: 0.0442 -0.1177 -0.2722 -0.4748 -0.0574

=====

ORCA calculation (the ωB97M-V functional and the def2-TZVPD basis) on a single C6H10O molecule.

The structure (SMILES) is C/C=C(/C)CC=O. Its strongest force on any atom is 0.522 eV/A. The value obtained for the highest occupied orbital energy is -0.33115 hartree. The frontier orbital gap comes out at 10.0 eV. Its relative energy (zero: lowest compared OMol25 entry of this formula, charge and spin) is 10.4 kcal per mole. As for the calculated total energy: -8430.789 eV. The calculation puts the LUMO energy at 1.0 eV.

ORCA input file:
```
! RIJCOSX wB97M-V def2-TZVPD def2/J DEFGRID3
* xyz 0 1
O 0.6361 -2.0540 1.1183
C 0.6071 -0.6966 -0.8724
C 1.2797 1.5944 -0.0041
C -2.1655 -0.2328 0.4043
C 1.1540 -1.7607 0.0692
C -1.0045 0.7169 0.4301
C 0.1961 0.5532 -0.1281
H 2.0728 -2.2847 -0.2683
H -2.0358 -1.0422 -0.3199
H -3.0923 0.2987 0.1588
H 1.3600 -0.4709 -1.6372
H 1.4517 2.0992 -0.9641
H -0.2432 -1.1574 -1.3927
H 2.2341 1.1394 0.2915
H -1.1712 1.6396 0.9882
H 1.0248 2.3554 0.7392
H -2.3041 -0.6976 1.3873
*
```

Löwdin atomic charge list, values in e, 5 entries: 0.0604 -0.1286 -0.0635 -0.0902 -0.2459

=====

ORCA calculation (the ωB97M-V functional and the def2-TZVPD basis) on a single C6H10O molecule.

The structure (SMILES) is CC(C)=CCC=O. Its strongest force on any atom is 0.519 eV/A. The value obtained for the highest occupied orbital energy is -0.33219 hartree. The frontier orbital gap comes out at 10.0 eV. Its relative energy (zero: lowest compared OMol25 entry of this formula, charge and spin) is 9.5 kcal per mole. As for the calculated total energy: -8430.827 eV. The calculation puts the LUMO energy at 1.0 eV.

ORCA input file:
```
! RIJCOSX wB97M-V def2-TZVPD def2/J DEFGRID3
* xyz 0 1
O 2.2510 1.0818 -0.9750
C 1.3764 -1.0826 -0.3118
C -0.8264 0.1170 0.0775
C -0.3160 1.0290 1.1597
C -0.0618 -0.7430 -0.6000
C -2.3069 0.2092 -0.1871
C 2.4408 -0.0725 -0.6831
H -0.4317 2.0721 0.8395
H -2.8582 -0.1475 0.6938
H -2.6304 1.2414 -0.3664
H 1.5256 -1.2706 0.7636
H -2.6075 -0.4052 -1.0412
H 1.6467 -2.0286 -0.7985
H 0.7425 0.8774 1.3834
H 3.4752 -0.4829 -0.6300
H -0.8949 0.9120 2.0846
H -0.5244 -1.3070 -1.4091
*
```

Löwdin atomic charge list, values in e, 5 entries: 0.0552 -0.1657 -0.3495 -0.0535 -0.0847